No. 1
The following is a DFT calculation (ωB97M-V/def2-TZVPD) of a molecular structure, C33H40N5O7S3SeTi.

The HOMO-LUMO gap comes out at 6.3 eV. The energy relative to the best compared isomer or geometry (same formula, charge and spin) is 15.5 kcal per mole. The HOMO energy comes out at -10.4091 eV. Its net charge is +1. The calculated total energy comes out at -6527.34311 Eh.

Structure (XYZ):
```
90
Properties=species:S:1:pos:R:3:mulliken_charge:R:1
Ti 0.081 0.131 0.273 -0.72
C -2.804 -2.997 -1.787 -0.94
C -2.341 -2.044 -2.883 -1.15
S -1.104 -0.809 -2.400 0.44
C 0.220 -1.038 -3.619 -0.79
C 0.771 -2.440 -3.841 -1.13
S 1.436 -3.206 -2.345 0.05
C 0.696 -4.853 -2.407 -0.91
C -0.830 -4.924 -2.381 -1.05
S -1.557 -4.029 -0.985 0.27
H -3.259 -2.435 -0.968 0.34
H -3.591 -3.630 -2.201 0.58
H -1.940 -2.594 -3.732 0.46
H -3.214 -1.503 -3.250 0.58
H -0.137 -0.644 -4.572 0.72
H 1.011 -0.372 -3.269 0.09
H 0.014 -3.096 -4.270 0.56
H 1.565 -2.362 -4.584 0.56
H 1.063 -5.395 -3.281 0.53
H 1.110 -5.361 -1.533 0.40
H -1.249 -4.525 -3.303 0.42
H -1.130 -5.972 -2.334 0.56
O 5.005 -1.744 3.290 -0.64
C 5.288 -0.527 3.452 -0.06
O 6.227 0.066 3.952 -0.67
C 4.113 0.206 2.830 0.58
C 2.913 0.324 3.539 -0.84
C 1.737 0.520 2.866 -0.38
N 1.691 0.628 1.518 1.33
C 2.877 0.691 0.863 0.20
C 4.091 0.536 1.467 -0.84
C 2.706 0.737 -0.623 0.35
O 3.489 1.130 -1.428 -0.60
O 1.493 0.224 -0.917 -0.03
H 2.895 0.169 4.610 0.53
H 0.799 0.542 3.396 0.22
H 4.993 0.542 0.868 0.59
C -1.690 6.558 -1.502 -1.10
O -1.619 5.572 -0.475 -0.34
C -2.577 4.625 -0.437 0.76
C -3.654 4.554 -1.314 -0.54
C -4.623 3.576 -1.147 -0.81
C -4.549 2.664 -0.105 -1.03
C -3.474 2.716 0.764 -0.11
C -2.484 3.667 0.581 0.12
N -1.386 3.722 1.503 0.44
C -0.125 3.777 1.224 -1.05
C 0.439 3.637 -0.098 0.88
C 1.392 4.574 -0.514 -0.83
C 1.797 4.607 -1.831 -1.12
C 1.261 3.690 -2.733 -0.84
C 0.369 2.712 -2.325 -0.58
C -0.018 2.650 -0.993 1.99
O -0.738 1.618 -0.510 -0.84
H -0.838 7.211 -1.343 0.26
H -2.612 7.134 -1.426 0.42
H -1.616 6.094 -2.487 0.42
H -3.750 5.271 -2.115 0.48
H -5.458 3.544 -1.834 0.43
H -5.322 1.922 0.033 0.48
H -3.394 2.017 1.584 0.37
H -1.639 3.708 2.493 0.44
H 0.526 3.973 2.072 0.49
H 1.770 5.300 0.196 0.56
H 2.525 5.335 -2.161 0.50
H 1.577 3.714 -3.767 0.53
H 0.000 1.961 -3.011 0.60
C 2.679 -2.689 0.950 -0.14
N 1.567 -2.935 1.874 0.41
C 1.979 -3.475 3.175 -1.00
C 0.310 -2.619 1.578 -0.33
O 0.074 -1.682 0.704 0.45
N -0.719 -3.241 2.153 0.54
C -2.068 -2.690 2.129 -0.89
C -0.621 -4.615 2.636 -1.23
H 3.485 -2.197 1.493 -0.16
H 2.343 -2.110 0.099 -0.34
H 3.053 -3.649 0.588 0.45
H 2.883 -2.939 3.475 0.27
H 2.216 -4.538 3.116 0.32
H 1.195 -3.316 3.911 0.35
H -2.101 -1.787 1.531 0.05
H -2.394 -2.455 3.144 0.31
H -2.744 -3.431 1.701 0.43
H 0.305 -5.068 2.297 0.38
H -1.454 -5.175 2.209 0.41
H -0.677 -4.669 3.723 0.36
Se -1.996 1.741 4.384 -0.01
C -1.443 0.989 2.899 -0.03
N -1.089 0.497 1.892 -0.20
```


No. 2
The following is a DFT calculation (ωB97M-V/def2-TZVPD) of a molecular structure, C33H40N6OTi at a distorted geometry.

The HOMO-LUMO gap (spin up / spin down) comes out at 2.9 / 2.8 eV. The HOMO energy (spin up / spin down) comes out at 1.0879 / 1.1553 eV. As for the spin multiplicity: 3. Its net charge is -2. The calculated total energy comes out at -2534.59878 Eh.

Structure (XYZ):
```
81
Properties=species:S:1:pos:R:3:mulliken_spin:R:1
Ti 0.026 -0.361 0.307 1.02
N -0.722 -5.039 2.862 0.00
N -0.544 0.959 1.691 0.13
C -0.492 -0.356 -1.912 -0.08
C -1.599 -1.007 -1.209 -0.01
C -1.373 -2.458 -1.333 0.16
C -2.321 -3.444 -1.243 -0.20
H -3.369 -3.177 -1.124 0.00
H -2.657 -4.662 1.215 0.01
H -2.020 -4.483 -1.365 0.00
C 0.000 -2.618 -1.764 -0.13
C 0.634 -3.945 -1.882 0.01
H 0.356 -4.435 -2.828 0.00
H 0.298 -4.595 -1.061 0.00
H 1.730 -3.882 -1.838 0.00
C 0.521 -1.377 -2.142 0.01
C 1.760 -1.188 -2.939 -0.03
H 2.599 -1.727 -2.477 0.00
H 2.022 -0.127 -3.004 0.01
H 1.634 -1.573 -3.964 0.00
C -2.983 -0.470 -1.103 0.00
H -3.606 -0.794 -1.954 0.00
H -3.007 0.627 -1.067 -0.01
H -3.467 -0.839 -0.187 0.00
C -0.672 0.832 -2.787 0.03
H 0.286 1.197 -3.171 0.00
H -1.174 1.657 -2.270 -0.01
H -1.294 0.552 -3.654 -0.01
C 0.113 -5.162 3.877 0.00
H 0.439 -6.181 4.122 0.00
C 0.638 -4.075 4.609 0.00
H 1.348 -4.278 5.412 0.00
C 0.174 -2.790 4.303 0.01
H 0.580 -1.924 4.832 0.00
C -0.808 -2.650 3.336 0.07
H -1.238 -1.683 3.080 -0.06
C -1.286 -3.815 2.619 0.03
C -2.342 -3.758 1.718 0.01
H -2.770 -2.795 1.466 -0.01
C -0.421 1.503 0.420 -0.02
C -1.164 1.907 2.490 -0.02
H -1.260 1.769 3.551 0.00
C -1.567 2.938 1.697 0.03
H -2.138 3.826 1.925 0.01
N -1.039 2.714 0.429 0.00
C -0.977 3.568 -0.687 0.00
C -2.143 4.167 -1.190 0.00
C -1.997 5.065 -2.252 0.00
H -2.875 5.592 -2.627 0.00
C -0.749 5.277 -2.840 0.00
C -0.613 6.288 -3.928 0.00
H 0.208 6.028 -4.599 0.00
H -0.404 7.283 -3.517 0.00
H -1.542 6.356 -4.501 0.00
C 0.366 4.564 -2.398 0.00
H 1.328 4.695 -2.890 0.00
C 0.271 3.673 -1.331 0.02
C 1.452 2.855 -0.909 -0.06
H 1.783 2.989 0.129 -0.01
H 2.303 3.116 -1.547 0.01
H 1.291 1.772 -1.070 0.06
C -3.501 3.810 -0.664 0.00
H -3.700 4.253 0.323 0.00
H -3.653 2.722 -0.590 0.00
H -4.260 4.191 -1.362 0.00
C 3.236 -3.565 1.562 0.01
N 3.174 -2.100 1.692 -0.06
C 4.189 -1.385 2.287 0.55
C 4.068 -0.029 2.418 -0.19
C 2.923 0.595 1.907 0.38
N 2.079 -0.109 1.118 0.13
C 2.115 -1.445 1.209 0.04
O 1.014 -2.064 0.880 0.04
N 2.544 1.864 2.214 0.05
H 2.227 -3.981 1.624 0.00
H 3.854 -3.954 2.375 0.01
H 3.690 -3.839 0.599 -0.01
H 5.006 -1.990 2.681 0.08
H 4.790 0.560 2.975 -0.01
H 3.130 2.358 2.876 0.00
H 1.544 2.009 2.346 0.01
```